# 1
Entry from the OMol25 dataset: C8H22AgN5O11 as an isolated structure in a non-equilibrium geometry (ωB97M-V/def2-TZVPD).

The geometry in XYZ format:
```
47
C8H22AgN5O11 (ωB97M-V/def2-TZVPD)
Ag -0.39477 -0.99789 -0.47908
N -2.92160 -0.89410 -2.08607
O -3.95306 -0.43351 -2.56297
O -2.51410 -0.40848 -1.07980
O -2.24014 -1.85379 -2.49375
N 1.12627 -1.70000 -3.58400
O 0.82244 -1.41950 -2.40939
O 1.58260 -0.84381 -4.34135
O 0.77873 -2.78434 -4.05746
N -1.21231 -4.34815 -0.80711
O -1.81337 -5.22803 -0.20354
O -0.99958 -3.26204 -0.16693
O -0.72300 -4.52050 -1.97212
C 0.29390 -0.25442 3.91673
C 0.40874 -0.39787 2.32288
C 1.68457 -1.28278 1.99522
O 1.71578 -1.40886 0.54309
C 2.86228 -2.10319 0.04879
N -0.79183 -1.00940 1.76200
H 0.30520 -1.18937 4.47694
H -0.59637 0.29263 4.22696
H 1.04603 0.44242 4.28662
H 0.55053 0.61611 1.94893
H 1.43924 -2.26698 2.39430
H 2.63702 -0.86601 2.32267
H 3.79395 -1.74175 0.48404
H 2.91535 -2.06460 -1.03923
H 2.78263 -3.15722 0.31483
H -0.84986 -1.84004 2.33364
H -1.57016 -0.47753 2.12452
C -0.44276 2.17323 -2.69338
C -0.07425 2.36822 -1.18429
C -1.13969 2.87086 -0.27163
O -0.75273 2.76020 1.16608
C -0.63665 4.08852 1.80842
N 0.62788 1.22112 -0.61377
H -1.25808 1.45249 -2.63118
H 0.36300 1.82280 -3.33840
H -0.88856 3.04972 -3.16361
H 0.61142 3.20326 -1.32801
H -2.05946 2.29025 -0.34252
H -1.35640 3.91272 -0.50756
H -1.36746 4.76497 1.36520
H 0.28545 4.64723 1.64817
H -0.71224 4.10050 2.89573
H 1.44777 1.15545 -1.19992
H 1.18784 1.52165 0.17123
```

The total energy comes out at -42607.110 eV. Its spin multiplicity is 3.

---

# 2
Entry from the OMol25 dataset: an isolated ion of composition C3H9N2S and charge -1 in a non-equilibrium geometry (ωB97M-V/def2-TZVPD).

The geometry in XYZ format:
```
15
C3H9N2S (ωB97M-V/def2-TZVPD)
N 1.28888 -0.36906 3.12029
C 0.54807 0.49787 2.20032
N 0.07012 -0.32797 1.05455
C -0.69855 0.44062 0.05786
C -0.91671 -0.42990 -1.16471
S -0.17763 0.19905 -2.76006
H 1.86986 -0.98207 2.55143
H 0.80529 -1.09706 3.63895
H 1.29991 1.19140 1.83212
H -0.28024 0.89978 2.79871
H 0.81422 -0.87967 0.64631
H -1.60401 0.75446 0.59463
H -0.14365 1.36660 -0.24516
H -0.49359 -1.42302 -1.04624
H -1.94879 -0.62005 -1.42819
```

The total energy comes out at -17072.392 eV. As for the SMILES: NCNCC[S-]. As for the net charge: -1. The energy relative to the best compared isomer or geometry (same formula, charge and spin) is 109.5 kJ/mol.